Below is a molecular structure, C15H16AsBr2GdIN5O6P2S4, with properties calculated with ωB97M-V/def2-TZVPD.

Summary:
F_max in eV Å⁻¹: 2.0
HOMO-LUMO gap (spin up / spin down) in eV: 5.602 / 4.734
Energy relative to the best compared isomer or geometry (same formula, charge and spin) in eV: 0.000
LUMO energy (spin up / spin down) in eV: 3.7 / 2.8
Energy in Ha: -12029.51207
Total charge: -2
⟨S²⟩: 16.0406
2S+1: 8

Structure (XYZ):
```
53
Properties=species:S:1:pos:R:3:forces:R:3
Gd -0.77364 0.05346 0.81908 0.988 1.451 -0.940
N -4.14347 -2.89704 2.46463 0.175 -0.066 -0.093
C -2.86757 -2.95275 1.63822 0.146 0.177 -0.293
C -2.46074 -4.37349 1.30308 -0.163 0.005 0.102
P -1.66567 -1.95487 2.58647 -0.487 -0.647 0.905
O -1.70885 -2.76010 3.99741 0.040 -0.116 -0.107
O -2.36011 -0.64057 2.70569 -0.157 -0.329 -0.176
O -0.29932 -1.93197 1.98525 -0.209 -0.805 0.060
P -3.37841 -1.95376 0.10216 -0.144 -0.377 -0.343
O -4.37717 -0.90920 0.77438 -0.231 0.205 -0.109
O -4.18897 -2.90224 -0.69954 0.217 -0.073 0.112
O -2.13949 -1.25831 -0.40869 -0.969 -0.859 -0.096
H -4.08793 -3.48456 3.29399 0.022 -0.015 0.021
H -4.93755 -3.14059 1.87033 -0.043 -0.139 -0.016
H -4.25680 -1.90870 2.72904 0.027 0.150 0.050
H -2.36443 -4.98690 2.20520 0.033 0.021 -0.013
H -1.48692 -4.34332 0.81417 -0.007 0.030 0.000
H -3.17238 -4.82432 0.61023 -0.011 -0.004 0.012
H -1.23225 -2.25246 4.66580 0.008 0.064 0.121
H -3.98199 -0.00504 0.87710 0.111 0.087 0.176
S -1.04904 4.42592 2.21632 0.115 -0.119 -0.185
As -1.81437 2.47226 2.54505 -0.457 1.246 1.113
S -2.75498 1.80138 0.60663 -0.002 0.019 0.326
S -0.04832 1.16875 3.14491 -0.702 0.455 0.300
S -3.26406 2.38360 4.08630 -0.007 -0.215 -0.063
Br 5.47369 0.29314 2.37600 -0.058 0.018 -0.078
C 5.13922 0.85217 0.57854 0.103 0.002 -0.092
C 6.23629 0.85244 -0.27616 -0.050 0.027 -0.020
C 6.07802 1.25659 -1.59302 0.021 -0.032 0.048
C 4.82822 1.66106 -2.04040 -0.021 0.012 0.040
C 3.74705 1.64946 -1.17171 0.044 0.054 -0.057
C 3.87607 1.24107 0.15461 -0.092 -0.183 0.128
I 2.13540 1.27233 1.43633 1.341 0.486 -0.029
H 7.20272 0.53589 0.09419 -0.014 0.003 -0.011
H 6.92817 1.24907 -2.26468 -0.008 0.008 0.022
H 4.69513 1.98713 -3.06553 -0.023 -0.030 0.023
H 2.77558 1.96944 -1.52695 0.148 0.021 0.067
Br -1.53070 5.81649 -2.42229 -0.004 -0.014 0.009
C -0.69119 4.11646 -2.37085 0.032 0.026 0.033
C -0.18545 3.56500 -3.53106 0.027 -0.006 -0.042
C 0.45124 2.34109 -3.43023 0.034 -0.013 -0.012
C 0.52810 1.73106 -2.18637 -0.163 0.044 -0.041
N -0.00268 2.24699 -1.07560 -0.025 -0.088 -0.460
C -0.59571 3.44185 -1.16440 0.071 0.000 0.138
H -0.28099 4.08030 -4.47795 0.003 0.001 0.009
H 0.87960 1.85699 -4.29840 -0.008 -0.002 0.020
H 1.03340 0.78278 -2.07111 -0.096 -0.072 -0.023
H -0.97266 3.87503 -0.24197 -0.061 -0.041 0.033
N 0.71609 -1.01401 -0.70249 0.359 -0.332 -0.520
C 1.06425 -1.84158 -1.44905 0.269 0.033 -0.482
N 1.49224 -2.80367 -2.17749 -0.002 -0.424 0.273
C 1.75888 -2.85129 -3.45623 -0.067 0.358 -0.021
N 2.03445 -2.98846 -4.57894 -0.055 0.000 0.180
```
Forces are in eV/Å.